Record 1
{"formula": "C23H29F5NO18S", "method": "ωB97M-V with the def2-TZVPD basis set", "total_charge": 1, "homo_lumo_gap_ev": 9.03, "symbols": ["C", "C", "C", "C", "S", "C", "C", "C", "O", "O", "N", "C", "O", "H", "H", "H", "H", "H", "H", "H", "H", "H", "H", "H", "H", "H", "H", "C", "C", "O", "C", "O", "O", "F", "H", "H", "H", "C", "C", "O", "C", "O", "O", "F", "H", "H", "H", "C", "C", "O", "C", "O", "O", "F", "H", "H", "H", "C", "C", "O", "C", "O", "O", "F", "H", "H", "H", "C", "C", "O", "C", "O", "O", "F", "H", "H", "H"], "coordinates": [[4.184437, 4.552099, 0.462164], [4.282028, 3.192996, -0.268129], [5.738051, 2.735980, -0.449972], [3.421988, 2.118081, 0.440280], [2.411037, 1.198939, -0.713477], [0.685459, 1.390336, -0.294285], [0.309613, 2.814054, 0.094981], [0.292253, 3.759872, -1.084969], [-0.050857, 3.435321, -2.184545], [0.655762, 5.028548, -0.752433], [2.741531, -0.420233, -0.343060], [3.437688, -0.973148, -1.209069], [4.091078, -1.574135, -1.929192], [4.953280, 4.627679, 1.227694], [3.201874, 4.670224, 0.917238], [4.318425, 5.341254, -0.275035], [3.866533, 3.355385, -1.267853], [6.000190, 1.915660, 0.221176], [5.917423, 2.371241, -1.461948], [6.437609, 3.541436, -0.240388], [2.848403, 2.513342, 1.275790], [4.100428, 1.384895, 0.880149], [0.081612, 1.013943, -1.119882], [0.476211, 0.743351, 0.563181], [-0.705075, 2.759323, 0.496618], [0.939130, 3.185818, 0.900195], [1.252831, 5.386418, -1.425990], [1.999789, 3.776914, 5.480252], [1.413628, 3.528935, 4.107660], [2.580955, 3.477977, 3.292786], [3.611855, 3.044135, 4.083241], [4.643510, 2.649882, 3.651649], [3.272993, 3.120714, 5.380106], [0.629516, 4.543816, 3.683789], [2.150374, 4.841558, 5.660698], [1.411659, 3.349311, 6.286614], [0.863641, 2.590450, 4.010989], [0.908472, -3.078860, -2.126503], [0.444898, -3.831875, -3.352907], [-0.664657, -3.050865, -3.769407], [-0.458254, -1.778369, -3.357555], [-1.056232, -0.828809, -3.734190], [0.548187, -1.725653, -2.436736], [0.030707, -5.078207, -3.052565], [0.371892, -3.403005, -1.233997], [1.978179, -3.165296, -1.954279], [1.174606, -3.882487, -4.162471], [-3.481201, 0.225787, -5.571406], [-3.242087, 0.659325, -6.999717], [-4.339964, 0.085738, -7.679765], [-5.369070, -0.025462, -6.787567], [-6.495304, -0.234941, -7.077022], [-4.908969, 0.147214, -5.522209], [-2.088903, 0.153136, -7.502279], [-3.052344, -0.756472, -5.377650], [-3.107898, 0.931180, -4.834567], [-3.248826, 1.739585, -7.155216], [-0.059175, -3.113166, 2.093617], [-1.151384, -3.091738, 3.135278], [-1.196273, -1.701339, 3.486007], [-0.787260, -1.000941, 2.416445], [-0.933368, 0.175280, 2.275788], [-0.186452, -1.805275, 1.505442], [-0.819638, -3.808792, 4.226016], [0.927645, -3.210009, 2.548390], [-0.199720, -3.892906, 1.350016], [-2.122732, -3.412495, 2.768791], [-6.312815, -5.876320, 2.584696], [-6.065115, -4.836683, 3.655881], [-4.644162, -4.838875, 3.750194], [-4.157407, -5.230153, 2.549114], [-3.018336, -5.109122, 2.216373], [-5.125712, -5.761833, 1.785253], [-6.590100, -5.186331, 4.846520], [-6.367784, -6.878507, 3.010130], [-7.198555, -5.683952, 1.986967], [-6.401751, -3.830875, 3.400062]], "forces_ev_per_a": [[-0.119, -0.525, -0.263], [-0.239, 0.440, -0.086], [-0.016, -0.326, -0.097], [0.688, 0.016, 0.651], [0.260, 0.052, -0.912], [-0.681, -0.418, 1.072], [0.029, -0.003, -0.002], [-0.225, 0.478, -0.218], [0.414, -0.162, 0.018], [0.634, -0.547, 0.378], [-0.135, 0.493, -0.256], [-0.115, -0.118, 0.416], [0.080, -0.149, -0.193], [-0.066, 0.070, 0.113], [0.019, 0.172, 0.044], [0.159, 0.146, 0.141], [-0.090, -0.039, 0.015], [-0.027, 0.093, 0.129], [0.070, 0.067, -0.020], [-0.017, 0.088, -0.139], [-0.234, -0.017, -0.171], [-0.240, -0.237, 0.004], [0.331, 0.097, -0.305], [0.164, -0.019, 0.004], [-0.017, -0.019, -0.001], [-0.050, 0.149, -0.030], [-0.574, 0.223, -0.281], [-0.066, -0.021, 0.199], [0.047, 0.224, 0.016], [-0.298, -0.297, 0.104], [0.238, 0.052, 0.029], [-0.042, 0.015, -0.075], [-0.090, 0.039, -0.108], [0.048, 0.002, -0.060], [-0.035, 0.027, -0.104], [0.138, -0.135, 0.012], [-0.084, 0.045, -0.044], [0.307, 0.048, 0.286], [-0.199, -0.070, 0.090], [0.257, 0.164, -0.123], [-0.185, 0.194, -0.018], [-0.003, 0.001, 0.093], [0.040, -0.313, -0.088], [-0.066, 0.040, 0.009], [-0.099, -0.094, -0.085], [0.006, 0.115, -0.091], [-0.018, -0.086, -0.012], [0.013, 0.058, 0.190], [0.002, -0.205, -0.057], [-0.084, 0.268, 0.088], [-0.052, -0.122, 0.027], [0.034, -0.044, -0.006], [0.067, 0.041, -0.095], [-0.020, -0.033, -0.023], [0.074, 0.002, -0.106], [-0.155, 0.032, 0.031], [0.117, 0.001, -0.050], [0.119, -0.138, -0.169], [0.141, 0.044, 0.246], [-0.120, 0.007, -0.282], [-0.035, -0.039, 0.154], [0.248, 0.085, -0.103], [-0.025, 0.006, 0.068], [0.006, 0.109, 0.024], [-0.049, -0.005, 0.107], [-0.095, 0.144, -0.114], [0.098, 0.057, 0.176], [-0.159, -0.061, -0.116], [0.014, -0.149, 0.138], [-0.064, 0.260, -0.204], [0.123, -0.211, -0.016], [-0.226, -0.171, -0.089], [-0.034, 0.032, 0.074], [0.067, -0.031, 0.016], [0.014, 0.039, 0.109], [0.124, 0.060, -0.142], [-0.043, 0.012, 0.086]], "mulliken_charge": [-1.649, 1.112, -1.607, -0.255, 0.015, 0.230, -0.286, 0.347, -0.536, -0.453, -0.212, 0.731, -0.346, 0.460, 0.313, 0.432, 0.409, 0.363, 0.328, 0.420, -0.541, 0.834, 0.625, -0.402, 0.529, -0.078, 0.359, -0.508, 0.305, -0.189, 0.547, -0.492, -0.337, -0.290, 0.287, 0.304, 0.306, -0.151, 0.228, -0.322, 0.459, -0.438, -0.081, -0.274, -0.088, 0.392, 0.286, -0.186, 0.278, -0.318, 0.623, -0.485, -0.332, -0.277, 0.142, 0.258, 0.290, -0.520, 0.503, -0.325, 0.482, -0.546, -0.151, -0.305, 0.292, 0.308, 0.224, -0.420, 0.307, -0.281, 0.650, -0.571, -0.308, -0.262, 0.291, 0.271, 0.284]}

Record 2
{"formula": "C23H29IN2O2P2S2SeYb", "method": "ωB97M-V with the def2-TZVPD basis set", "relative_energy_ev": 0.227, "total_charge": 0, "homo_lumo_gap_ev": [5.48, 5.48], "symbols": ["Yb", "I", "C", "C", "C", "C", "C", "C", "C", "C", "C", "C", "H", "H", "H", "H", "H", "H", "C", "C", "O", "P", "S", "S", "O", "C", "C", "H", "H", "H", "H", "H", "H", "H", "H", "H", "H", "Se", "N", "C", "C", "C", "C", "C", "C", "N", "H", "H", "H", "H", "C", "P", "C", "C", "H", "H", "H", "H", "H", "H", "H", "H", "H"], "coordinates": [[-0.108838, -0.604721, -0.061787], [-2.184838, -0.091821, 2.222113], [-2.498038, 1.707479, 1.033013], [-2.844138, 2.836879, 1.709813], [-3.142238, 3.994179, 0.971913], [-3.146738, 3.944279, -0.393487], [-2.817138, 2.763079, -1.089387], [-2.894038, 2.690979, -2.495387], [-2.628238, 1.516979, -3.140887], [-2.150838, 0.406879, -2.421487], [-1.997038, 0.406479, -1.040487], [-2.416538, 1.598879, -0.369187], [-2.882738, 2.843679, 2.787413], [-3.380338, 4.905979, 1.501613], [-3.406838, 4.811579, -0.981587], [-3.191038, 3.577979, -3.037287], [-2.730238, 1.451179, -4.216187], [-1.937038, -0.498121, -2.986787], [3.381062, -5.521821, 0.219013], [2.000262, -5.328221, 0.814813], [1.055162, -4.910021, -0.189987], [0.598262, -3.383221, -0.274187], [-0.793738, -3.074321, -1.647787], [2.186762, -2.173421, -0.301287], [-0.115538, -3.048121, 1.206113], [-1.430838, -3.561921, 1.506513], [-1.503238, -5.076021, 1.536713], [4.053462, -5.917721, 0.975913], [3.767962, -4.564821, -0.123887], [3.337462, -6.215121, -0.616987], [2.029262, -4.587721, 1.623513], [1.601462, -6.265621, 1.212113], [-2.148238, -3.155921, 0.775213], [-1.658838, -3.159221, 2.497613], [-1.232738, -5.488121, 0.566813], [-2.518538, -5.375621, 1.781513], [-0.837138, -5.464321, 2.304513], [1.537362, -0.555921, 2.355213], [1.032762, 0.807679, 1.215613], [0.942762, 1.928179, 1.992913], [0.633562, 3.204679, 1.524613], [0.658462, 4.273779, 2.400913], [0.960262, 4.096779, 3.751113], [1.241462, 2.847379, 4.253813], [1.253162, 1.748279, 3.384613], [1.572662, 0.503279, 3.768813], [0.388562, 3.342679, 0.478813], [0.453262, 5.266679, 2.028613], [0.968562, 4.954779, 4.406313], [1.476862, 2.681479, 5.293913], [0.851062, -0.113221, -3.910487], [1.181362, 0.666479, -2.275087], [3.010462, 0.590379, -2.202587], [1.012462, 2.442279, -2.712487], [1.722062, -0.013521, -4.557987], [-0.003138, 0.378979, -4.370387], [0.617362, -1.168321, -3.770487], [3.438362, 0.995279, -3.119587], [3.340562, -0.436921, -2.057687], [3.340562, 1.181479, -1.346887], [1.485962, 2.623379, -3.678087], [1.507762, 3.045879, -1.953387], [-0.039938, 2.717579, -2.758287]], "forces_ev_per_a": [[-1.165, -0.897, -1.004], [-0.443, 0.865, -0.234], [0.037, -0.631, 0.804], [0.126, -0.250, 0.088], [-0.018, 0.163, -0.180], [0.025, 0.211, 0.099], [0.124, -0.152, 0.183], [-0.077, 0.041, -0.144], [0.095, 0.193, -0.086], [-0.295, -0.118, 0.559], [-0.648, 0.159, -0.464], [-0.046, -0.129, -0.597], [-0.030, 0.030, 0.103], [-0.066, 0.059, -0.032], [-0.081, 0.194, 0.002], [-0.082, 0.056, -0.098], [-0.051, 0.052, -0.105], [0.168, 0.041, 0.052], [-0.289, 0.151, -0.002], [0.205, -0.072, 0.254], [-0.232, 0.214, -0.139], [-0.419, -0.318, -0.038], [0.713, -0.179, 0.473], [-0.100, -0.409, 0.112], [0.606, -0.149, -0.775], [-0.483, -0.026, -0.002], [0.201, 0.278, -0.050], [0.066, -0.077, 0.088], [0.053, -0.028, -0.068], [0.029, -0.058, -0.066], [-0.037, -0.134, -0.091], [0.039, 0.117, -0.010], [0.248, -0.072, 0.230], [0.003, 0.031, -0.140], [-0.067, -0.115, 0.039], [-0.126, -0.029, 0.010], [0.092, -0.132, 0.002], [0.475, 1.264, 0.416], [1.025, 1.230, 2.274], [0.479, -1.909, -0.400], [-0.276, 1.476, -0.145], [-0.172, -0.729, -1.567], [0.317, -0.864, 1.235], [-0.090, 1.210, 0.311], [0.132, -1.249, -0.231], [-0.285, 0.348, -0.411], [-0.019, 0.023, 0.002], [-0.078, 0.038, -0.055], [0.007, 0.038, 0.092], [0.008, 0.055, 0.080], [0.064, -0.012, 0.240], [0.380, 0.175, -0.493], [-0.080, -0.025, 0.023], [-0.096, -0.204, 0.084], [-0.003, 0.031, -0.066], [-0.055, -0.021, -0.030], [0.016, -0.028, -0.045], [0.118, 0.035, 0.001], [0.020, 0.036, -0.075], [0.079, 0.000, -0.006], [0.001, 0.097, -0.020], [0.010, 0.072, 0.041], [-0.050, 0.034, -0.027]], "mulliken_charge": [-0.471, 0.103, 0.236, -0.744, -0.632, -0.854, 1.007, -0.981, -0.951, -0.704, -0.286, 1.278, 0.448, 0.431, 0.388, 0.337, 0.368, 0.458, -1.162, -0.275, -0.431, 1.201, -0.421, -0.484, -0.139, -0.343, -1.290, 0.396, 0.206, 0.315, 0.288, 0.362, 0.381, 0.302, 0.272, 0.435, 0.277, 0.363, -0.142, 0.725, -0.291, -0.748, -0.545, -0.723, 0.574, -0.792, 0.463, 0.451, 0.404, 0.471, -1.355, 1.358, -1.409, -1.346, 0.454, 0.368, 0.213, 0.449, 0.357, 0.311, 0.465, 0.365, 0.239]}

Record 3
{"formula": "C23H29IN6O4P", "method": "ωB97M-V with the def2-TZVPD basis set", "total_charge": -1, "homo_lumo_gap_ev": 8.02, "symbols": ["N", "C", "C", "I", "C", "O", "P", "O", "N", "O", "O", "H", "H", "H", "H", "H", "H", "H", "H", "H", "N", "C", "C", "C", "C", "C", "H", "H", "H", "H", "H", "N", "C", "C", "C", "C", "C", "H", "H", "H", "H", "H", "N", "C", "C", "C", "C", "C", "H", "H", "H", "H", "H", "N", "C", "C", "C", "C", "C", "H", "H", "H", "H", "H"], "coordinates": [[-0.435409, -3.020160, -0.569868], [-1.528514, -2.395086, 0.159116], [-1.259822, -2.098450, 1.623235], [-0.798247, -4.171746, 2.568582], [-2.425104, -1.544364, 2.428628], [-1.875712, -1.134207, 3.641258], [-0.285006, -0.509673, 3.480406], [-1.163696, 1.024710, 2.749291], [-0.613366, 1.520676, 1.682237], [-1.369642, 2.207044, 1.030299], [-0.268496, -1.238491, 1.812354], [0.434408, -2.867290, -0.073593], [-0.568664, -4.020819, -0.615761], [-2.416576, -3.029566, 0.112512], [-1.781496, -1.434105, -0.302318], [-2.791726, -0.671210, 1.865129], [-3.252223, -2.238777, 2.571990], [0.344922, -1.669055, 3.995310], [-0.403396, 0.092252, 4.755398], [0.932266, 0.122361, 3.138969], [-0.728205, 3.574494, -2.750796], [-0.539638, 4.402185, -3.774711], [-0.190898, 5.737299, -3.642066], [-0.025158, 6.242984, -2.361214], [-0.217310, 5.393276, -1.286256], [-0.568007, 4.067274, -1.521675], [-0.674122, 3.968733, -4.761528], [-0.054608, 6.357946, -4.517987], [0.247319, 7.279890, -2.207140], [-0.101853, 5.740780, -0.268234], [-0.724221, 3.394296, -0.683577], [2.241137, -4.328831, -1.216536], [2.614411, -4.554687, -2.471635], [3.665207, -5.393592, -2.816786], [4.363492, -6.028213, -1.801414], [3.982402, -5.799821, -0.489033], [2.915599, -4.943824, -0.248728], [2.042989, -4.036808, -3.234676], [3.925677, -5.542080, -3.856449], [5.189973, -6.689895, -2.029558], [4.496337, -6.273107, 0.336901], [2.582032, -4.743323, 0.764403], [2.083608, -0.955539, 6.713517], [1.546803, -0.992571, 7.928322], [1.962822, -0.177919, 8.972776], [2.989909, 0.722407, 8.738593], [3.553140, 0.772397, 7.473752], [3.064010, -0.085102, 6.497205], [0.741535, -1.705166, 8.070133], [1.487047, -0.248544, 9.941977], [3.341633, 1.376835, 9.526529], [4.352972, 1.462856, 7.241140], [3.471851, -0.069568, 5.492379], [-4.298993, 2.148913, -8.452095], [-3.008077, 2.397761, -8.243574], [-2.498564, 2.858376, -7.038463], [-3.374754, 3.076752, -5.987655], [-4.721217, 2.819268, -6.190055], [-5.129573, 2.358638, -7.432961], [-2.346473, 2.217966, -9.084239], [-1.437033, 3.037303, -6.930793], [-3.017561, 3.435078, -5.030553], [-5.443885, 2.970107, -5.399694], [-6.176551, 2.145662, -7.620618]], "forces_ev_per_a": [[-0.232, 0.230, -0.092], [-0.033, -0.356, 0.045], [-0.383, 0.724, -0.268], [0.030, -0.211, 0.034], [-0.092, -0.017, -0.042], [0.052, 0.187, -0.021], [0.213, -0.389, 0.449], [-0.263, 0.006, -0.223], [-0.035, -0.051, -0.138], [0.145, 0.078, 0.280], [0.364, -0.350, 0.227], [0.092, 0.037, -0.228], [0.112, 0.008, 0.146], [-0.027, 0.023, -0.068], [0.050, 0.074, 0.103], [-0.048, -0.038, -0.038], [0.123, -0.134, 0.145], [0.009, -0.035, -0.083], [-0.116, 0.222, -0.070], [-0.029, 0.073, -0.152], [-0.040, -0.010, 0.008], [0.010, -0.004, -0.024], [0.001, -0.003, 0.018], [-0.011, -0.005, -0.011], [0.006, 0.007, 0.020], [0.030, 0.094, 0.033], [0.032, 0.029, -0.015], [0.002, -0.006, -0.003], [0.000, -0.001, 0.001], [0.002, -0.010, 0.000], [-0.024, -0.084, -0.115], [0.070, -0.054, 0.072], [0.018, -0.005, 0.010], [-0.003, 0.003, -0.003], [-0.008, 0.004, 0.009], [0.005, -0.003, -0.014], [0.004, -0.012, 0.004], [0.001, -0.003, -0.003], [0.000, 0.002, 0.001], [0.000, 0.000, 0.000], [-0.004, 0.002, 0.001], [-0.012, -0.002, -0.002], [0.010, -0.072, -0.040], [0.019, 0.041, 0.006], [-0.004, 0.005, -0.001], [-0.006, -0.005, -0.007], [0.000, 0.004, -0.003], [-0.021, 0.021, 0.026], [0.000, 0.000, 0.001], [-0.001, 0.000, -0.002], [0.000, 0.000, 0.000], [-0.005, 0.003, -0.003], [0.002, 0.001, 0.001], [-0.004, 0.000, -0.013], [-0.009, 0.002, 0.012], [-0.002, 0.016, 0.000], [-0.011, 0.006, 0.018], [0.001, 0.013, -0.006], [0.014, 0.004, 0.005], [0.002, -0.002, 0.003], [0.000, -0.011, -0.002], [0.006, -0.038, 0.012], [0.001, -0.011, 0.000], [0.000, 0.002, 0.002]], "mulliken_charge": [-0.474, -0.862, 0.165, -0.169, -0.400, -0.460, 0.294, -0.284, 0.204, -0.523, -0.522, 0.249, 0.310, 0.372, 0.331, 0.334, 0.404, 0.043, -0.032, -0.008, -0.485, 0.004, -0.516, -0.302, -0.430, -0.373, 0.363, 0.358, 0.369, 0.388, 0.690, -0.251, -0.222, -0.554, -0.117, -0.685, 0.005, 0.385, 0.348, 0.356, 0.351, 0.350, -0.409, -0.197, -0.373, -0.175, -0.407, -0.162, 0.352, 0.341, 0.350, 0.342, 0.347, -0.568, -0.297, -0.205, 0.119, -0.537, -0.159, 0.334, 0.309, 0.291, 0.358, 0.341]}

- What is the formula in the first record?
  C23H29F5NO18S